No. 1
43
Properties=species:S:1:pos:R:3:forces:R:3:mulliken_charge:R:1 method="wB97M-V/def2-TZVPD" energy_ha=-3601.516823 total_charge=0 homo_lumo_gap_ev=6.29
Sn 1.725 0.063 0.578 -3.09 -0.06 1.99 0.711
S -0.198 -2.294 -0.509 0.41 -0.22 -0.34 0.127
S -0.256 2.273 -0.587 0.51 0.26 -0.22 0.161
C 1.263 -3.298 -0.137 -0.10 -0.07 0.07 -1.013
C -0.126 -2.434 -2.343 -0.46 0.05 0.37 -0.820
C 0.613 -1.248 -2.932 0.10 0.00 -0.23 -0.713
N 0.066 -0.011 -2.434 -0.03 -0.05 0.39 0.040
C 0.660 1.195 -2.952 0.08 0.02 -0.20 -0.656
C -0.066 2.412 -2.413 -0.53 0.06 0.27 -0.818
H -1.166 -2.470 -2.715 0.36 0.10 0.19 0.388
H 0.339 -3.389 -2.612 -0.05 0.23 0.07 0.480
H 0.554 -1.288 -4.029 0.20 -0.18 -0.06 0.359
H 1.675 -1.304 -2.638 -0.17 0.06 -0.17 0.324
H 0.627 1.208 -4.051 0.22 0.17 -0.05 0.351
H 1.715 1.233 -2.628 -0.20 -0.07 -0.19 0.312
H -1.079 2.493 -2.849 0.40 -0.13 0.22 0.370
H 0.453 3.348 -2.648 -0.06 -0.27 0.07 0.472
C 1.071 3.413 -0.113 -0.12 0.06 0.07 -1.019
H -0.950 0.004 -2.454 0.14 0.01 -0.09 0.074
H 2.019 3.056 -0.527 -0.02 0.23 -0.01 0.266
H 1.122 3.373 0.974 -0.01 0.08 -0.02 0.285
H 0.851 4.432 -0.449 0.12 -0.25 0.07 0.394
H 1.349 -3.309 0.949 0.01 -0.05 -0.03 0.290
H 2.152 -2.818 -0.560 -0.01 -0.28 -0.01 0.238
H 1.140 -4.319 -0.519 0.12 0.27 0.08 0.409
C -2.566 -0.023 0.679 -0.88 0.03 -0.18 -0.358
C -3.149 -0.069 -0.536 1.11 0.05 1.63 -0.741
H -2.411 0.926 1.214 0.11 -0.45 -0.45 0.224
H -2.353 -0.929 1.268 0.01 0.43 -0.50 0.227
H -3.378 0.839 -1.063 -0.19 0.23 -0.21 0.324
H -3.349 -1.015 -0.999 -0.15 -0.29 -0.27 0.343
Cl 0.794 -1.500 7.207 -0.01 -0.14 0.14 -0.205
C 0.659 -0.665 5.716 -0.25 1.36 -0.66 0.327
C 0.582 0.763 5.712 -0.14 -1.42 -0.71 0.191
Cl 0.613 1.621 7.199 -0.01 0.10 0.09 -0.204
C 0.476 1.459 4.491 0.02 -1.19 -0.49 0.235
Cl 0.462 3.173 4.447 0.00 0.29 -0.04 -0.214
C 0.477 0.762 3.256 0.49 -1.45 1.44 -0.224
O 0.619 1.351 2.091 0.92 -0.22 -1.42 -0.389
C 0.553 -0.695 3.265 0.39 1.50 1.37 -0.030
O 0.762 -1.278 2.108 0.89 0.19 -1.52 -0.460
C 0.631 -1.381 4.501 -0.14 1.18 -0.40 0.156
Cl 0.800 -3.091 4.473 0.02 -0.17 -0.04 -0.213

---

No. 2
48
Properties=species:S:1:pos:R:3:forces:R:3:mulliken_charge:R:1 method="wB97M-V/def2-TZVPD" smiles="Cc1ccc(NC(=S)NC(=O)c2ccc(F)cc2)cc1S(=O)(=O)Nc1cccc(Cl)c1" energy_ha=-2556.906827 total_charge=0 homo_lumo_gap_ev=8.05
C 1.239 5.114 -1.585 0.09 0.17 -0.11 -1.663
C 0.549 3.953 -0.947 -0.01 0.12 -0.09 0.630
C -0.817 4.036 -0.658 0.21 -0.09 0.05 -0.685
C -1.512 2.984 -0.100 0.13 -0.25 0.05 -0.820
C -0.847 1.798 0.213 0.58 0.46 -0.41 -0.009
N -1.570 0.720 0.725 -0.69 -0.38 0.54 -0.082
C -1.357 -0.577 0.457 0.14 0.22 -0.24 0.147
S -0.223 -1.203 -0.563 0.33 -0.39 -0.31 -0.440
N -2.208 -1.483 1.074 -0.05 -0.09 0.12 -0.116
C -3.312 -1.220 1.844 -0.01 0.05 0.03 0.706
O -3.701 -0.087 2.072 -0.13 0.04 0.04 -0.775
C -4.015 -2.419 2.362 -0.22 -0.15 0.19 0.350
C -5.370 -2.282 2.666 0.22 0.01 -0.06 -0.430
C -6.093 -3.349 3.158 0.02 -0.19 0.05 -0.549
C -5.440 -4.554 3.358 0.15 0.14 -0.06 0.354
F -6.132 -5.600 3.837 0.06 0.09 -0.04 -0.307
C -4.091 -4.711 3.088 -0.20 -0.15 0.07 -0.651
C -3.379 -3.639 2.586 -0.17 0.21 -0.04 -0.445
C 0.522 1.727 0.003 -0.29 -0.09 0.35 -0.377
C 1.196 2.779 -0.593 0.34 -0.26 -0.11 -0.339
S 2.925 2.361 -0.862 -0.31 -0.35 -0.14 1.422
O 3.468 1.863 0.366 -0.13 -0.07 0.13 -0.636
O 3.663 3.388 -1.534 -0.08 0.05 -0.14 -0.706
N 2.706 1.073 -1.948 -0.48 0.79 0.31 -0.339
C 3.731 0.139 -2.084 0.79 -0.39 -0.08 0.800
C 5.059 0.557 -2.069 -0.02 -0.08 -0.02 -0.273
C 6.071 -0.370 -2.232 -0.08 -0.03 0.03 -0.668
C 5.785 -1.713 -2.420 -0.03 -0.07 -0.01 -0.488
C 4.460 -2.114 -2.433 0.10 0.29 0.02 0.040
Cl 4.077 -3.783 -2.659 -0.06 -0.26 -0.03 -0.237
C 3.429 -1.208 -2.260 -0.04 0.18 0.02 -0.729
H 2.243 4.848 -1.893 -0.08 0.20 -0.08 0.395
H 1.301 5.938 -0.874 0.03 0.08 0.02 0.333
H 0.670 5.461 -2.446 -0.02 0.04 -0.05 0.382
H -1.341 4.949 -0.898 -0.04 0.09 -0.04 0.426
H -2.571 3.069 0.090 -0.13 0.01 -0.01 0.426
H -2.431 0.916 1.247 0.26 -0.11 -0.06 0.351
H -1.997 -2.446 0.840 -0.03 0.26 -0.04 0.302
H -5.841 -1.325 2.507 -0.04 0.07 0.00 0.415
H -7.142 -3.261 3.391 -0.10 -0.01 0.02 0.439
H -3.615 -5.661 3.275 0.02 -0.09 0.03 0.447
H -2.321 -3.758 2.408 0.10 -0.02 -0.02 0.376
H 1.089 0.867 0.317 -0.10 -0.09 0.06 0.996
H 1.792 0.647 -1.879 -0.22 0.10 0.13 0.383
H 5.277 1.602 -1.924 0.15 0.09 -0.05 0.500
H 7.100 -0.045 -2.214 0.09 0.04 0.00 0.371
H 6.574 -2.436 -2.551 0.04 -0.08 -0.02 0.428
H 2.402 -1.542 -2.256 -0.08 -0.07 -0.01 0.341

---

No. 3
14
Properties=species:S:1:pos:R:3:forces:R:3:mulliken_charge:R:1 method="wB97M-V/def2-TZVPD" energy_ha=-860.212423 total_charge=+1 homo_lumo_gap_ev=7.96
C -0.111 -1.446 0.385 -0.98 0.21 -1.22 -1.473
C -0.184 0.040 -0.016 -1.96 -1.67 0.41 0.948
N 0.001 0.241 -1.361 -0.32 1.27 -1.59 -1.000
N 0.744 0.960 0.909 -2.60 -0.83 -1.78 -0.166
O -1.507 0.460 0.293 2.08 0.09 1.84 -0.493
I -0.815 2.076 -2.087 0.78 -0.45 -0.11 0.272
I 1.638 -0.460 -2.286 0.49 -0.12 -0.18 0.288
H -0.404 -1.495 1.377 -1.21 0.06 2.13 0.451
H -0.831 -2.115 -0.196 1.18 1.25 0.49 0.289
H 0.844 -1.854 0.475 1.83 -0.71 -0.79 0.529
H 1.017 1.673 0.204 -0.06 0.22 1.41 0.334
H 0.039 1.124 1.638 0.74 1.14 0.04 0.370
H 1.463 0.367 1.220 1.63 -0.46 0.64 0.351
H -1.896 0.431 -0.556 -1.63 0.00 -1.29 0.298

---

Values for relative energy (zero: lowest compared OMol25 entry of this formula, charge and spin), kJ/mol, ordered as above
0.0 19.3 165.3